14 unconnected molecules or ions with the total composition C57H153N17O19 in a non-equilibrium geometry, computed with the ωB97M-V functional and the def2-TZVPD basis.

The geometry in XYZ format:
```
246
Properties=species:S:1:pos:R:3:lowdin_charge:R:1
C 1.2222 2.4292 0.1753 -0.0470
C 0.1471 1.6217 -0.5097 -0.3960
C 0.6226 0.2419 -0.9372 -0.2060
O -0.4451 -0.5108 -1.4632 -0.1769
C -0.1025 -1.8526 -1.6046 -0.1106
N -1.0347 1.4594 0.4016 0.0562
H 1.4391 1.9623 1.1436 0.0686
H 0.8715 3.4368 0.3979 0.0718
H 2.1386 2.4568 -0.4162 0.0731
H -0.2731 2.1362 -1.3804 0.1202
H 0.9615 -0.2958 -0.0329 0.1311
H 1.4816 0.3291 -1.6197 0.1181
H 0.3115 -2.2524 -0.6623 0.0823
H 0.6539 -2.0053 -2.3823 0.0619
H -0.9638 -2.4939 -1.7726 0.0547
H -0.5955 1.1364 1.2692 0.0320
H -1.4251 0.5614 0.1054 0.0536
C 0.6464 -7.0590 -3.1385 -0.0807
C 0.5105 -6.1572 -1.9262 -0.4101
C -0.9156 -5.9629 -1.4197 -0.2029
O -1.4215 -7.1422 -0.8014 -0.1838
C -2.7647 -6.9561 -0.4364 -0.1165
N 1.3935 -6.7938 -0.9230 0.0511
H 0.3025 -8.0738 -2.9087 0.0867
H 1.6415 -7.1949 -3.5500 0.0769
H -0.0782 -6.7613 -3.9047 0.0701
H 0.9374 -5.1556 -2.0464 0.1216
H -1.5241 -5.6564 -2.2831 0.1213
H -0.9959 -5.2520 -0.5851 0.1020
H -2.8909 -6.2911 0.4240 0.0750
H -3.1766 -7.9282 -0.1589 0.0907
H -3.4075 -6.6119 -1.2552 0.0924
H 1.4155 -6.3263 -0.0245 0.0393
H 1.0967 -7.7494 -0.7724 0.0735
C 0.2361 -3.0044 2.6414 -0.0540
C 0.8984 -4.2946 2.1146 -0.4067
C 2.0997 -4.7419 2.8975 -0.2414
O 2.6234 -5.9410 2.3974 -0.1973
C 3.5904 -6.5495 3.2606 -0.0787
N -0.1639 -5.3047 1.9949 0.0647
H 0.8416 -2.4151 3.3494 0.0749
H -0.6876 -3.1642 3.1917 0.0650
H 0.1496 -2.2777 1.8326 0.0519
H 1.1764 -3.9696 1.1086 0.1234
H 2.0212 -4.7434 3.9951 0.1273
H 2.8294 -3.9154 2.7693 0.1313
H 3.2762 -6.5005 4.3033 0.0844
H 4.5269 -5.9980 3.1268 0.0879
H 3.6825 -7.5452 2.8379 0.0893
H -0.0835 -6.0077 2.7219 0.0845
H -0.1042 -5.8377 1.1365 0.0248
C 7.4018 -2.3298 -5.7626 -0.0795
C 6.8393 -1.6697 -4.5236 -0.4221
C 5.4725 -2.2187 -4.2148 -0.2047
O 4.9615 -1.5630 -3.0551 -0.1822
C 3.5726 -1.5965 -2.9536 -0.1322
N 7.7566 -1.9464 -3.3658 0.0345
H 8.3546 -1.9052 -6.0927 0.0806
H 6.7775 -2.0095 -6.6079 0.0809
H 7.5094 -3.4126 -5.7544 0.0815
H 6.8916 -0.5848 -4.6045 0.1359
H 5.5171 -3.2983 -4.0278 0.1370
H 4.7382 -2.0384 -5.0113 0.1266
H 3.0558 -0.8679 -3.5977 0.0790
H 3.3156 -1.4142 -1.9109 0.0869
H 3.1141 -2.5557 -3.2381 0.0713
H 8.1828 -2.8536 -3.5538 0.0587
H 7.1868 -2.1702 -2.5511 0.0573
C 1.4386 -4.6488 -9.1504 -0.0606
C 2.2238 -5.3242 -8.0163 -0.4437
C 1.4290 -5.3162 -6.7133 -0.2206
O 1.4852 -4.0789 -6.0680 -0.1867
C 1.1684 -4.2050 -4.6983 -0.1122
N 2.6547 -6.6287 -8.4668 0.0425
H 0.7221 -5.3736 -9.5721 0.0776
H 1.9878 -4.4581 -10.0726 0.0790
H 0.8722 -3.8207 -8.7290 0.0695
H 3.0809 -4.6478 -7.8765 0.1347
H 1.7552 -6.1702 -6.1034 0.1165
H 0.4136 -5.6302 -7.0228 0.1400
H 1.1433 -3.2085 -4.2607 0.0513
H 1.8430 -4.7981 -4.0717 0.0831
H 0.1964 -4.6933 -4.5751 0.0839
H 2.1073 -7.0787 -9.1815 0.0665
H 2.8125 -7.2543 -7.6887 0.0667
C 3.7395 7.3998 -1.3582 -0.0459
C 4.4077 7.1116 -2.7012 -0.4456
C 3.5516 6.4142 -3.7464 -0.2073
O 2.9391 5.2021 -3.3909 -0.2472
C 3.7759 4.1353 -2.9582 -0.0696
N 4.8209 8.3883 -3.3235 0.0334
H 4.2396 8.1620 -0.7634 0.0742
H 3.8146 6.4762 -0.7738 0.0693
H 2.6851 7.6474 -1.4776 0.0795
H 5.2411 6.4203 -2.5047 0.1274
H 4.2039 6.2742 -4.6303 0.1261
H 2.7555 7.0152 -4.1943 0.1397
H 3.1926 3.2158 -2.9728 0.0803
H 4.1388 4.4369 -1.9763 0.0839
H 4.5876 3.9166 -3.6623 0.0979
H 5.3321 8.1144 -4.1629 0.0688
H 5.5341 8.8060 -2.7324 0.0710
C 1.4903 5.6689 9.4735 -0.1111
O 0.4267 5.1113 8.7547 -0.2040
C -0.1040 3.8791 9.2539 -0.1812
C -0.0708 2.8655 8.1077 -0.1963
N -1.2073 2.8955 7.2020 -0.0833
C -1.4658 4.1458 6.5084 -0.1783
C -0.2900 4.5923 5.6261 -0.2164
O -0.8018 5.3362 4.5438 -0.1727
C -0.0649 5.1329 3.3697 -0.1185
H 2.1757 4.9056 9.8804 0.0651
H 1.1150 6.2422 10.3268 0.0929
H 2.1543 6.2460 8.8308 0.0922
H -1.0898 4.0240 9.7043 0.1309
H 0.5600 3.5806 10.0755 0.0678
H 0.0072 1.8982 8.6249 0.1228
H 0.8793 2.8752 7.5677 0.1067
H -1.9964 2.5325 7.7203 0.1191
H -1.8266 4.9431 7.1666 0.1188
H -2.2620 3.9604 5.7805 0.1205
H 0.2253 3.6787 5.3162 0.0989
H 0.3250 5.2460 6.2515 0.1184
H -0.3488 5.8088 2.5680 0.0900
H -0.2070 4.1027 3.0060 0.0776
H 1.0168 5.2134 3.5407 0.0771
C -3.4079 -3.4578 0.2804 -0.1282
O -4.1624 -2.4224 0.8612 -0.1816
C -3.4486 -1.1922 0.9771 -0.2017
C -3.7158 -0.5004 2.3188 -0.1716
N -3.0684 -1.1240 3.4630 -0.0768
C -3.5787 -2.4125 3.9900 -0.1689
C -4.9968 -2.3941 4.4982 -0.2110
O -4.9870 -2.0993 5.8966 -0.2019
C -6.2705 -1.6727 6.3395 -0.1095
H -4.1218 -4.2241 -0.0258 0.0874
H -2.7127 -3.9258 0.9954 0.0698
H -2.7767 -3.2380 -0.5903 0.0640
H -3.6745 -0.5432 0.1217 0.1122
H -2.3587 -1.3445 0.9469 0.1098
H -4.7791 -0.4414 2.5466 0.1134
H -3.2644 0.4839 2.1593 0.1031
H -2.0714 -1.1610 3.2775 0.0602
H -2.9338 -2.6985 4.8221 0.1235
H -3.4480 -3.0592 3.1149 0.0995
H -5.3465 -3.4307 4.4571 0.1295
H -5.5776 -1.6710 3.9236 0.1116
H -7.0310 -2.4483 6.2094 0.0850
H -6.5498 -0.7734 5.7860 0.0862
H -6.1171 -1.4741 7.3980 0.0847
C 2.3958 1.9963 10.8293 -0.1204
O 2.9934 1.4642 9.6893 -0.1741
C 3.8307 2.3677 9.0135 -0.2237
C 4.4729 1.6223 7.8563 -0.2032
N 3.4763 1.0473 6.9500 -0.0536
C 4.0755 0.2400 5.9123 -0.2068
C 4.5494 1.1243 4.7676 -0.2244
O 3.4126 1.6190 4.0988 -0.2290
C 3.6445 2.8723 3.4675 -0.0800
H 1.7352 1.2365 11.2470 0.0997
H 1.7899 2.8966 10.6437 0.0393
H 3.0485 2.3097 11.6568 0.0979
H 4.6717 2.7153 9.6239 0.1306
H 3.2475 3.2013 8.5987 0.1185
H 5.0045 0.7799 8.3394 0.1236
H 5.2291 2.1939 7.3220 0.1153
H 2.7931 0.6263 7.5649 0.1059
H 3.4317 -0.5209 5.4679 0.1207
H 4.9394 -0.3168 6.3100 0.1161
H 5.1918 0.5662 4.0745 0.1286
H 5.1842 1.9098 5.1882 0.1054
H 4.6159 3.3287 3.6836 0.0858
H 2.8765 3.5660 3.8116 0.0781
H 3.6815 2.7317 2.3827 0.0847
C -10.8112 -1.6045 -5.0956 -0.1158
O -9.7959 -1.9632 -4.1911 -0.1623
C -9.5112 -0.9733 -3.2669 -0.2769
C -8.3609 -1.4171 -2.3587 -0.2057
N -7.0836 -1.4392 -3.0830 -0.0572
C -6.0444 -2.0359 -2.2322 -0.2061
C -4.7013 -1.9797 -2.9275 -0.2226
O -4.3139 -3.1073 -3.6856 -0.1870
C -2.9500 -3.1857 -4.0139 -0.1044
H -11.7776 -1.3482 -4.6454 0.0857
H -10.8895 -2.4146 -5.8148 0.0866
H -10.5313 -0.6879 -5.6365 0.0874
H -10.3542 -0.7003 -2.6101 0.1217
H -9.1959 0.0252 -3.6240 0.1243
H -8.6125 -2.4359 -2.0660 0.1230
H -8.2557 -0.6742 -1.5591 0.1209
H -6.7384 -0.4950 -3.2201 0.1065
H -6.2382 -3.0666 -1.9268 0.1267
H -5.9404 -1.4779 -1.2886 0.1097
H -3.9530 -1.7360 -2.1534 0.1017
H -4.5908 -1.1721 -3.6689 0.1304
H -2.7989 -4.1554 -4.4814 0.0867
H -2.3613 -3.0928 -3.0948 0.0501
H -2.6777 -2.3734 -4.6997 0.0849
C 1.1518 5.5491 -7.2738 -0.0998
O 0.6226 5.0526 -6.0634 -0.1908
C 1.1878 3.8342 -5.6628 -0.2301
C 0.4685 3.2970 -4.4227 -0.2021
N 0.4309 4.0313 -3.1415 -0.0315
C -0.6526 5.0536 -3.2556 -0.1833
C -0.7628 5.7433 -1.8951 -0.2086
O -1.8997 6.5740 -1.7363 -0.1850
C -3.1698 6.0048 -1.9184 -0.1117
H 2.1935 5.8705 -7.1670 0.0842
H 0.5453 6.4195 -7.5203 0.0896
H 1.0407 4.7973 -8.0625 0.0889
H 2.2652 3.8899 -5.4500 0.1109
H 1.0451 3.0814 -6.4524 0.1249
H 0.9768 2.3840 -4.0835 0.0850
H -0.5135 3.0119 -4.8073 0.1200
H 1.2834 4.6044 -3.0730 0.0682
H -1.6007 4.6188 -3.5551 0.1043
H -0.3241 5.8003 -3.9819 0.1144
H 0.0892 6.4188 -1.7700 0.1141
H -0.6861 5.0350 -1.0574 0.1104
H -3.5016 5.3833 -1.0755 0.0689
H -3.2740 5.4361 -2.8417 0.0759
H -3.8783 6.8348 -1.8775 0.0892
C -4.3098 3.2862 0.7445 -0.6870
O -5.5236 3.3280 0.7944 0.0143
N -3.5772 2.7402 -0.2879 0.1380
N -3.5110 3.4416 1.8609 0.1518
H -4.1019 2.3347 -1.0392 0.0952
H -2.6323 2.4307 -0.0586 0.0309
H -3.9859 3.6857 2.7093 0.0944
H -2.5082 3.4716 1.8261 0.0700
C -0.3386 0.7336 4.1386 -0.6374
O -0.4570 0.3027 2.9911 -0.0261
N 0.8496 1.2154 4.6222 0.1802
N -1.3670 0.7716 5.0243 0.1803
H 1.0885 1.5206 5.5465 0.0739
H 1.5312 1.3342 3.8842 0.0707
H -2.1252 0.1633 4.7067 0.0719
H -1.2820 1.2613 5.9042 0.0580
C -0.4344 -0.5172 -5.8405 -0.6693
O -1.2712 0.2940 -6.2037 0.0263
N 0.3881 -0.2867 -4.7613 0.1777
N -0.2457 -1.7509 -6.4007 0.1637
H 0.2868 0.6065 -4.3190 0.0684
H 1.0647 -1.0022 -4.5836 0.0525
H -0.8846 -2.0155 -7.1286 0.1052
H 0.6315 -2.2462 -6.3671 0.0635
```

Calculated values
Strongest force on any atom, eV/Å: 2.759
M, g/mol: 1380.95
Orbital gap, eV: 8.29
Highest occupied orbital energy, eV: -8.073
Spin multiplicity: 1